<a>
# C4H13N3

A molecular structure, C4H13N3 (ωB97M-V/def2-TZVPD, the Open Molecules 2025 dataset).

## Properties
* Kohn-Sham gap: 9.01 eV
* 2S+1: 1

Positions of all 20 atoms, in Å:
1 C 0.202 -0.874 -0.171
2 C -1.302 -0.936 -0.055
3 C 2.069 0.551 0.582
4 C -1.199 1.838 -0.837
5 N 0.666 0.208 0.688
6 N -1.528 1.000 0.290
7 N 0.934 -2.124 0.156
8 H 0.381 0.060 1.648
9 H -2.499 0.683 0.208
10 H 0.485 -0.606 -1.194
11 H 0.616 -2.465 1.061
12 H 0.666 -2.837 -0.519
13 H -1.636 -1.419 0.865
14 H -1.789 -1.308 -0.960
15 H 2.278 1.375 1.263
16 H 2.725 -0.301 0.803
17 H 2.272 0.883 -0.438
18 H -0.146 2.124 -0.816
19 H -1.794 2.754 -0.749
20 H -1.400 1.394 -1.824

Per-atom natural (NBO) charges, elementary charge units:
1. C 0.0641
2. C -0.2573
3. C -0.4079
4. C -0.4418
5. N -0.6213
6. N -0.5680
7. N -0.8353
8. H 0.3567
9. H 0.3289
10. H 0.1765
11. H 0.3451
12. H 0.3499
13. H 0.1913
14. H 0.1952
15. H 0.1974
16. H 0.1777
17. H 0.1825
18. H 0.1971
19. H 0.2019
20. H 0.1673

---

<b>
# C4H13N3

A single C4H13N3 molecule (ωB97M-V/def2-TZVPD, the Open Molecules 2025 dataset).

## Properties
* Kohn-Sham gap: 9.40 eV
* SMILES: NCCCNCN
* 2S+1: 1

Positions of all 20 atoms, in Å:
1 N -1.231 -1.658 0.262
2 C -0.856 -0.679 1.305
3 C -1.322 0.730 0.979
4 C -0.766 1.139 -0.391
5 N 0.694 1.170 -0.447
6 C 1.391 0.250 -1.324
7 N 2.397 -0.502 -0.590
8 H -2.037 -1.320 -0.230
9 H -1.381 -2.542 0.699
10 H 0.251 -0.609 1.370
11 H -1.045 -1.077 2.314
12 H -1.004 1.487 1.694
13 H -2.395 0.716 0.806
14 H -1.160 0.513 -1.191
15 H -1.057 2.162 -0.636
16 H 1.031 1.200 0.503
17 H 1.829 0.889 -2.105
18 H 0.725 -0.525 -1.685
19 H 3.219 0.009 -0.302
20 H 2.718 -1.351 -1.030

Per-atom natural (NBO) charges, elementary charge units:
1. N -0.8479
2. C -0.2317
3. C -0.4283
4. C -0.2065
5. N -0.6607
6. C -0.0418
7. N -0.8603
8. H 0.3513
9. H 0.3642
10. H 0.1859
11. H 0.1794
12. H 0.2124
13. H 0.1989
14. H 0.1832
15. H 0.1846
16. H 0.3597
17. H 0.1504
18. H 0.1862
19. H 0.3546
20. H 0.3664

---

Going by the computed energies, the most stable comes first: <b>, <a>.

---

<a>
# C4H13N3

A single C4H13N3 molecule (ωB97M-V/def2-TZVPD, the Open Molecules 2025 dataset).

## Properties
* Kohn-Sham gap: 9.57 eV
* SMILES: NCCNCCN
* 2S+1: 1

Positions of all 20 atoms, in Å:
1 N -0.829 2.463 0.947
2 C -1.852 1.316 0.802
3 C -1.136 -0.055 0.858
4 N 0.075 -0.030 0.040
5 C 0.175 -1.059 -0.968
6 C 1.629 -1.232 -1.377
7 N 2.494 -1.679 -0.120
8 H -0.806 2.860 2.000
9 H -1.230 3.206 0.440
10 H -2.216 1.335 -0.212
11 H -2.579 1.343 1.612
12 H -0.816 -0.409 1.881
13 H -1.818 -0.881 0.450
14 H 0.054 0.804 -0.518
15 H -0.517 -0.876 -1.808
16 H -0.292 -2.020 -0.534
17 H 1.822 -0.286 -1.875
18 H 1.851 -2.051 -2.062
19 H 3.517 -1.802 -0.188
20 H 2.474 -0.949 0.631

Per-atom natural (NBO) charges, elementary charge units:
1. N -0.8419
2. C -0.2403
3. C -0.2174
4. N -0.6336
5. C -0.2279
6. C -0.2180
7. N -0.8719
8. H 0.3569
9. H 0.3486
10. H 0.1881
11. H 0.1915
12. H 0.1888
13. H 0.1748
14. H 0.3544
15. H 0.1689
16. H 0.1847
17. H 0.1694
18. H 0.2006
19. H 0.3603
20. H 0.3639

---

<b>
# C4H13N3

2 unconnected molecules or ions with the total composition C4H13N3 (ωB97M-V/def2-TZVPD, the Open Molecules 2025 dataset).

## Properties
* Kohn-Sham gap: 9.93 eV
* SMILES: C=NCC.NCN
* 2S+1: 1

Positions of all 20 atoms, in Å:
1 C -2.384 -2.230 -0.631
2 N -1.676 -1.868 -1.625
3 C -0.427 -1.213 -1.293
4 C 0.507 -1.172 -2.514
5 H -2.090 -2.086 0.442
6 H -3.319 -2.856 -0.862
7 H -0.701 -0.203 -0.903
8 H 0.046 -1.819 -0.472
9 H 1.442 -0.613 -2.322
10 H 0.698 -2.231 -2.734
11 H 0.001 -0.735 -3.389
12 N 0.104 2.918 1.849
13 C 1.273 2.082 2.240
14 N 1.500 0.766 1.592
15 H 0.154 3.153 0.865
16 H -0.781 2.479 2.093
17 H 2.167 2.661 2.051
18 H 1.176 1.877 3.306
19 H 0.658 0.190 1.733
20 H 1.652 0.900 0.574

Per-atom natural (NBO) charges, elementary charge units:
1. C -0.0649
2. N -0.3952
3. C -0.2620
4. C -0.6118
5. H 0.1438
6. H 0.1805
7. H 0.1905
8. H 0.1808
9. H 0.2088
10. H 0.2120
11. H 0.2160
12. N -0.8539
13. C -0.0620
14. N -0.8426
15. H 0.3534
16. H 0.3549
17. H 0.1779
18. H 0.1771
19. H 0.3473
20. H 0.3493

---

Going by the computed energies, the most stable comes first: <b>, <a>.